The following is a DFT calculation (ωB97M-V/def2-TZVPD) of a structure of composition C24H26BF6IrN8O7S3 in a non-equilibrium geometry.

Values from the calculation:
Frontier orbital gap (spin up / spin down)   0.2443 / 0.2424 Eh
Spin multiplicity   1
ΔE to the lowest compared entry with this formula, charge and spin   4.4510 eV
E_HOMO (spin up / spin down)   -9.2 / -9.2 eV

Each line ends with the Mulliken charge.
Geometry (Å):
Ir  -0.0870  0.2137  0.2234  3.5852
C  0.8799  -1.2642  -3.4091  -1.3427
C  1.1631  -2.0260  -2.1661  0.5484
C  1.7717  -3.2786  -2.0938  -1.4522
C  1.8439  -3.5853  -0.7465  0.8845
C  2.3981  -4.8104  -0.1201  -1.4515
N  1.3029  -2.5604  -0.0691  0.3252
N  0.8831  -1.6128  -0.9283  -0.1675
B  1.2309  -2.4079  1.4551  -0.7433
N  -0.2517  -2.3086  1.8415  1.1487
N  -1.0960  -1.4915  1.2037  -0.3374
C  -2.3009  -1.5681  1.7772  0.6598
C  -3.4601  -0.7504  1.3506  -0.9937
C  -2.2329  -2.5257  2.7897  -1.5913
C  -0.9212  -2.9740  2.8018  1.1471
C  -0.3197  -4.0297  3.6463  -1.3530
N  2.0354  -1.1356  1.8090  1.3652
N  1.9353  -0.0123  1.0728  -0.7310
C  2.8593  0.8562  1.4909  0.6421
C  3.0415  2.1869  0.8562  -1.5180
C  3.5766  0.2704  2.5322  -1.4230
C  3.0192  -0.9887  2.7133  1.0077
C  3.3961  -2.0343  3.6941  -1.4991
H  1.0778  -1.9096  -4.2628  0.4039
H  1.5244  -0.3890  -3.4898  0.2309
H  -0.1571  -0.9360  -3.4333  0.3064
H  2.1082  -3.8770  -2.9130  0.5058
H  2.7465  -5.4834  -0.8967  0.3717
H  1.6421  -5.3235  0.4688  0.2863
H  3.2325  -4.5731  0.5350  0.2806
H  1.7226  -3.3395  1.9774  -0.0956
H  -3.1515  -0.0429  0.5850  -0.0714
H  -3.8601  -0.1953  2.1988  0.2963
H  -4.2515  -1.3784  0.9416  0.4232
H  -3.0229  -2.8459  3.4384  0.5057
H  -1.0830  -4.4505  4.2929  0.3935
H  0.4784  -3.6256  4.2624  0.2086
H  0.0957  -4.8200  3.0237  0.2485
H  2.4658  2.2392  -0.0658  0.2003
H  4.0925  2.3707  0.6368  0.4810
H  2.6794  2.9737  1.5191  0.2397
H  4.3847  0.6959  3.0896  0.5153
H  4.1587  -1.6528  4.3664  0.4499
H  3.7845  -2.9162  3.1860  0.2554
H  2.5242  -2.3265  4.2753  0.1772
F  -1.0590  2.1813  5.9493  -0.2184
C  -1.2460  1.3968  4.8961  0.4784
F  -2.4213  1.7099  4.3529  -0.1791
F  -1.3167  0.1352  5.3308  -0.1990
S  0.1172  1.4430  3.6031  1.0768
O  -0.4666  0.5848  2.6023  -0.8743
O  1.2636  0.9446  4.2862  -0.6875
N  0.2223  2.9427  3.1766  -0.5523
S  -0.1067  3.4817  1.7401  0.8927
O  0.5616  4.7122  1.4994  -0.6305
O  -0.0171  2.5166  0.6617  -0.7528
C  -1.9315  3.8990  1.8061  0.5568
F  -2.2344  4.5146  2.9471  -0.2466
F  -2.2501  4.6942  0.7976  -0.1968
F  -2.6490  2.7805  1.7298  -0.1379
O  -4.7622  3.2017  -3.2005  -0.6882
S  -3.7832  3.5297  -2.2084  1.2593
O  -3.9946  4.7151  -1.4410  -0.6481
N  -3.5126  2.2050  -1.2402  -0.5847
C  -2.3430  1.6862  -1.4128  -0.0394
O  -1.9178  0.6054  -0.9349  -1.1304
C  -1.4713  2.4496  -2.3619  0.8321
C  -0.1674  2.1404  -2.6880  0.4296
C  0.4581  2.9153  -3.6511  -1.3562
C  -0.2112  3.9775  -4.2467  -0.5702
C  -1.5185  4.2980  -3.8916  -0.6694
C  -2.1321  3.5148  -2.9425  -0.2040
H  0.3274  1.3089  -2.1911  0.3987
H  1.4690  2.6878  -3.9537  0.4498
H  0.2962  4.5647  -4.9965  0.4053
H  -2.0400  5.1283  -4.3453  0.4634